[1]
Below is a structure of composition C62H68N7ORuS6SbTe, with properties calculated with wB97M-V/def2-TZVPD.

Summary:
* spin multiplicity: 5
* highest occupied orbital energy (alpha / beta): -0.41624 / -0.41550 Eh
* molecular weight: 1470.11 Da
* net charge: +2
* relative energy (zero: lowest compared OMol25 entry of this formula, charge and spin): 1.130 eV
* ⟨S²⟩: 6.0360
* Kohn-Sham gap (alpha / beta): 7.3 / 5.6 eV

Geometry (Å):
H -2.62920 5.60721 -0.17033
H 1.75957 3.90535 0.55791
C -3.88373 -1.06733 -1.77114
S 1.36242 -1.61345 2.51333
C -5.45053 0.62198 -3.48810
C 0.77959 1.77325 -1.21526
C 4.30958 0.14353 0.42066
C 1.48510 -0.26246 4.84655
C -2.73875 -4.64464 0.91957
H 6.19664 -0.92375 3.02942
H -1.24048 -1.77331 -3.43127
H -5.54207 1.47441 -4.15959
H -1.14277 6.26794 -3.41330
N 0.29105 -0.90775 1.83479
H -4.73127 -0.60292 -4.98072
C -1.08678 -3.87941 -0.63273
C 1.37251 -1.53213 4.29639
H -2.67214 6.56869 -1.65263
H 1.86052 5.11754 -0.73315
C 3.60155 -3.93027 0.88216
C 2.00686 4.94127 0.33543
C -2.93621 -5.76901 0.13091
H -4.19131 3.70688 1.35316
H -2.34656 -6.83803 -1.63506
C 1.32761 -5.48702 0.86867
C 4.14606 -4.54901 2.00084
H -2.60658 6.89539 3.54655
N -0.55088 -1.19329 -0.86090
H -3.63662 -2.23556 -3.63262
C -2.27021 6.13197 2.84765
C 1.64294 7.14887 1.42688
H -3.23380 1.25344 -4.78180
H 0.47192 -9.21753 0.86570
H 3.49109 -4.92705 2.77585
H 1.55836 2.02515 -0.49645
C -4.95040 1.04490 -2.08327
H 1.86677 -8.27684 -0.94138
H 3.99523 -1.80220 3.75126
H 1.07197 -3.37475 7.10057
S -2.91162 -0.91746 1.92917
H 6.40615 -3.15969 -0.80697
H -3.94877 3.60701 -0.41976
C 4.39201 -3.42956 -0.13542
H -0.88928 -2.39368 -5.83778
C -2.19129 -5.95751 -1.02585
C 0.15350 3.01721 -1.77482
H -0.67564 -5.15200 -2.31897
C 1.80746 -6.28852 -0.15775
C 5.52088 -4.65996 2.10273
H -2.93706 -1.52731 -1.48520
H 2.17872 -0.18972 0.23280
H 1.60136 0.59929 4.19772
C 0.43292 -2.89927 -2.76907
H -3.31102 -4.49593 1.82580
C 6.32964 -4.15370 1.09137
C -4.33998 3.09719 0.46207
H 2.44098 9.58465 2.05254
C 1.23167 -2.65954 5.08837
C 5.42817 -0.06511 1.21685
N -2.31692 1.67839 0.44659
H 6.38695 0.33111 0.90952
C 0.45033 4.80883 -5.11217
C 2.98496 -1.02905 2.02025
C 0.00967 4.49044 -3.71215
N 1.38195 -3.25234 2.28256
H 2.16013 -4.07366 -2.33492
C -1.80784 -3.69467 0.53441
H 1.47699 9.60490 3.53610
H 4.39501 0.68804 -0.51027
Sb -1.86574 0.59253 3.59753
H -4.79030 2.12150 -2.05231
C 0.91144 8.07209 2.15466
S -2.97829 2.55649 3.68197
C 1.49159 -7.63492 -0.15644
H 0.22252 -5.33846 2.68521
C 0.43684 3.31652 -3.10152
C -0.34954 7.69734 2.61011
C -1.25467 -5.01120 -1.41654
C -1.14042 5.06215 -1.65198
S 0.29424 2.14360 1.93816
H 0.97874 -3.86961 -6.45067
H -3.68003 -6.50231 0.41410
H -2.48177 1.82221 -2.63456
C -4.33934 -1.53568 -3.18067
H 1.04571 2.62232 -3.67119
C -0.22598 -2.76373 -5.06685
C 0.83104 -3.59478 -5.41515
H 3.93301 -2.94559 -0.98739
C -0.11844 5.52041 1.60946
H 1.55679 0.85940 6.66439
Te -1.20949 3.70443 1.04743
H 1.15581 -3.63434 4.62787
C 1.44138 9.44349 2.45825
H -0.92980 8.41024 3.18504
H -5.32460 -1.99926 -3.15819
H 2.52932 -4.69960 -4.71237
S 0.02257 -2.52236 -1.05071
C 0.24784 -7.35056 1.88976
H -6.40600 0.10147 -3.44803
H -2.39559 -0.30053 -4.63783
C 3.07406 -0.33709 0.82460
C 5.32313 -0.76691 2.41139
H -5.40786 2.91702 0.36160
H -1.74392 0.23555 -2.42167
H 0.03805 1.14570 -0.70975
H 7.40500 -4.23476 1.17582
H -5.67373 0.79406 -1.30814
C -0.64239 3.90705 -1.03042
H 0.17477 4.01009 -5.80204
C -3.10385 0.37190 -4.15535
H -0.34485 -7.77081 2.69063
H -1.64224 -2.79455 1.11028
C 4.09317 -1.25618 2.82102
N 1.50154 -2.93957 -0.37295
H 5.95960 -5.13781 2.96765
H 1.22721 1.17964 -2.01299
C 0.55729 -5.99882 1.89801
H -2.98807 6.11173 2.02165
N -4.43044 -0.31786 -4.05118
S 1.82628 -3.77376 0.88513
C 0.71109 -8.16262 0.86509
C 1.29336 -1.24286 7.03006
C 1.18849 -2.50696 6.46619
H -1.39945 6.83071 -0.46482
C 1.14888 5.87763 1.14544
C -0.88323 6.44582 2.34707
N -3.70239 0.37091 -1.77730
O -4.35576 0.80979 1.04210
H 0.78381 10.20438 2.03612
H 1.24884 -1.12753 8.10442
C -2.66150 0.74847 -2.71390
H 2.62698 7.41491 1.05746
H -4.61903 -1.32377 -1.00815
C -0.78913 5.34342 -2.97114
H 1.53734 4.89714 -5.13809
C -2.01421 6.06662 -0.94514
H 2.43224 -5.86792 -0.93638
H 3.06099 5.10394 0.55799
C 5.76976 -3.54603 -0.02274
C 1.69760 -4.06448 -4.43860
C 1.45436 -0.12245 6.22362
C -0.42652 -2.41706 -3.74087
H -2.30144 5.17198 3.36171
C -3.63746 1.76057 0.68218
C 1.49515 -3.72280 -3.10909
H 0.02260 5.74297 -5.46981
Ru -1.09005 0.29888 0.98944

Mulliken population analysis, charges in e, atoms 1 to 99:
1. H -0.04
2. H -0.43
3. C 0.48
4. S 0.68
5. C -0.99
6. C -0.11
7. C -0.67
8. C -0.34
9. C -0.62
10. H 0.54
11. H -0.16
12. H 0.41
13. H 0.40
14. N 0.20
15. H 0.31
16. C 1.06
17. C 0.25
18. H 0.56
19. H 0.36
20. C 0.70
21. C -1.28
22. C -1.01
23. H 0.44
24. H 0.53
25. C 0.89
26. C -1.13
27. H 0.51
28. N 0.86
29. H 0.49
30. C -1.40
31. C -0.97
32. H 0.36
33. H 0.44
34. H 0.37
35. H 0.14
36. C -0.81
37. H 0.51
38. H 0.60
39. H 0.48
40. S -0.36
41. H 0.51
42. H 0.33
43. C 0.03
44. H 0.48
45. C -0.92
46. C 0.49
47. H 0.56
48. C -0.54
49. C -0.74
50. H -0.89
51. H -0.21
52. H 0.44
53. C -0.56
54. H 0.61
55. C -0.63
56. C -1.92
57. H 0.36
58. C -0.20
59. C -0.90
60. N 0.72
61. H 0.46
62. C -1.59
63. C 0.34
64. C 0.34
65. N -0.24
66. H 0.20
67. C 0.73
68. H 0.37
69. H 0.66
70. Sb 0.84
71. H 0.28
72. C 0.66
73. S -0.62
74. C -0.81
75. H 0.39
76. C -1.03
77. C -1.03
78. C -1.03
79. C 1.01
80. S -0.36
81. H 0.42
82. H 0.44
83. H 0.18
84. C -1.06
85. H 0.51
86. C -0.30
87. C -0.97
88. H 0.50
89. C 0.19
90. H 0.51
91. Te -0.19
92. H 0.32
93. C -1.61
94. H 0.47
95. H 0.27
96. H 0.51
97. S 0.08
98. C -0.86
99. H 0.30

=====

[2]
Below is a cluster of 13 separate species, C62H74N10O6S3 in total, with properties calculated with wB97M-V/def2-TZVPD.

Summary:
* highest occupied orbital energy: -0.33835 Eh
* molecular weight: 1151.54 Da
* Kohn-Sham gap: 9.6 eV

Geometry (Å):
C 1.73058 2.08428 3.58436
H -6.43321 -2.77213 -1.58488
H -4.36300 -1.42263 6.28211
H 0.31900 -2.99749 -3.35858
H 1.88907 0.75370 -2.02187
C 1.50384 -5.46033 1.89001
H 3.52742 -5.20213 -3.53747
O -1.27931 5.36876 -2.46517
C -3.46931 5.58840 -4.19223
H -0.43154 3.55750 -4.15923
H -1.11876 0.30251 4.09107
H 3.68813 1.37573 4.37962
H -1.64629 0.33361 1.37233
C 2.83908 2.44339 -4.50906
H 2.08027 -5.42860 0.96545
C -4.66009 -0.14872 -2.87320
H -4.82385 -3.14022 4.57854
S -2.57780 -3.07204 3.38719
H -0.94062 -3.98372 5.04440
H 7.13878 -1.22356 2.81253
C 6.30170 -0.67133 2.41162
H 0.25289 -6.94794 -2.11080
H -1.85264 3.75059 -6.66874
O -3.12333 3.70982 -2.20271
C 0.10576 -0.55424 0.64398
H -3.40805 1.05539 -1.65079
H -6.30647 -1.18252 -3.65127
H 5.06420 -2.45237 2.20560
O 4.09922 -4.02343 4.11710
C 3.45906 -4.26050 -1.57214
H -1.53377 -3.85299 0.36010
C -1.14277 -4.17974 -0.59213
N 1.28394 7.13517 1.44315
H -1.54972 -0.64201 -2.55088
H -0.37628 -0.54939 -7.34603
H 0.84412 -6.32792 1.87717
H -3.08603 4.33342 4.50435
H 2.08473 -6.61669 3.62105
N 4.04794 2.67053 -1.91051
H -0.41972 2.42493 3.05612
C -3.08184 4.38684 2.39672
C 0.79799 -4.14675 2.12605
C -3.31485 3.58738 1.22303
H -0.00147 -4.20952 2.86432
H -0.89866 -2.26137 -1.30927
H -4.27514 0.72886 2.56880
H -3.05815 -3.52607 6.73212
H 5.20367 2.33295 1.09962
C -1.82283 -1.56899 -4.44344
O -2.01988 -2.04997 2.50235
N -0.10711 0.42196 -5.47062
C 1.18518 -0.42333 -0.26390
C -1.63940 -3.15168 4.95769
H 2.34572 2.21623 -5.44255
C -0.10264 0.66756 4.11605
H 1.98589 4.33848 -4.11657
C -4.11528 -2.37455 4.26268
H -3.12728 -0.69831 5.29377
N -3.79535 2.34909 1.20819
S -2.32962 4.59217 -3.03297
H 1.74567 6.97017 -0.58302
C -1.48024 3.56845 -4.45622
C -0.08618 -3.74435 -2.69193
N 4.03745 -0.80817 1.52850
O 1.83859 -4.45081 5.12898
C 2.64191 1.16832 4.20983
H 5.03292 0.96933 -2.42670
H -1.43176 2.40838 -0.31350
C 4.13487 -3.16934 -3.60764
C -0.90690 -5.53226 -0.71571
C -0.80434 1.53017 -0.27476
C 2.02381 0.05477 4.79315
H 4.31567 -3.17485 -4.67238
C -4.13544 -0.61277 -0.56518
H 3.27191 0.95877 0.66210
H 2.13176 2.99736 3.16993
H -3.63821 -0.33387 0.35208
C 2.39840 -5.76191 3.02182
C 5.14228 -1.38402 2.06798
C 2.61567 3.56157 -3.70889
H -1.29847 -6.24013 -0.00017
C -5.63261 -1.16802 -2.80741
C -2.57529 -2.73467 6.15885
H -3.70137 1.95954 4.62954
C -3.55570 -1.65640 5.58806
H -1.86417 -2.23353 -6.47997
H -0.09753 4.66705 3.35665
C -4.04708 0.18481 -1.66165
N 4.32769 -2.01586 -2.99771
C 0.23217 4.53252 1.22683
C -5.69343 -1.99174 -1.68540
H -2.53957 -2.28689 -4.07289
C -3.70740 2.41152 3.64868
C 1.15401 0.62251 -1.24157
C 6.35461 0.67451 2.07450
C -0.48639 0.41037 -4.19395
C 0.82909 5.15353 0.06549
H 0.92676 4.53791 -0.81647
C 5.22887 1.31638 1.46339
H -2.95584 6.52374 -4.41495
C -1.92661 4.31146 -5.73705
C -0.92647 0.43168 0.57317
C 4.10000 0.52901 1.20614
C 3.77971 -4.36003 -2.91008
H 3.03874 4.55945 -1.82702
N -4.91855 -1.74894 -0.59431
H 2.67436 -2.79496 2.12324
H -0.86508 -2.39113 4.85727
H 0.43659 -3.60971 1.24908
H -0.12976 3.51644 1.17218
C 0.32865 1.82000 3.54643
C -0.77188 -3.30082 -1.57361
H 3.35976 -2.98727 0.09197
C -3.92959 1.74496 2.44826
H 4.32307 -1.03418 -1.13240
H 0.86900 6.92539 3.48890
H -4.12115 4.03826 -5.66337
H -0.08073 1.16097 -3.53179
H 3.05780 -5.12917 -1.07134
C -1.35930 -0.54161 -3.60921
H -1.94856 2.59246 -4.32888
H -3.07758 3.93278 0.22764
H -1.16171 5.08569 -5.79690
H -4.60883 0.40828 -3.79706
C 3.24401 3.69152 -2.43608
C 1.35048 6.43138 0.26547
C 3.67424 1.42644 -3.97282
H -2.02151 -2.22683 6.94850
N 0.17929 1.60974 -1.21688
O -2.89936 -4.43548 2.87294
C 4.13883 -1.96524 -1.64773
C 4.18913 1.59132 -2.68660
H 2.63482 -0.60591 5.39028
H 1.52026 -2.39610 3.42160
C 0.80826 6.45120 2.52046
H 0.12834 -1.29056 1.43374
N 0.65686 -0.21398 4.74939
H -2.68553 5.38841 2.31791
C -0.14791 -5.96983 -1.88932
C 0.26669 5.14993 2.46191
H 7.27843 1.20347 2.25658
H 3.76278 0.50364 -4.52688
C -1.45291 -1.51860 -5.78273
N 0.28278 -5.04105 -2.86012
H -4.41209 5.85725 -3.71579
C -3.39327 4.84532 -5.58003
C 1.86602 -3.17837 2.74588
C -0.63450 -0.54791 -6.29736
S 2.67373 -4.26441 3.99020
H -3.60741 5.46767 -6.44888
H -4.54323 -1.63707 3.58365
H 3.38332 -5.97546 2.60658
C -3.33388 3.79146 3.60365
H 1.99269 -1.14038 -0.27662
C 3.66651 -3.02874 -0.94272

Mulliken population analysis, charges in e, atoms 1 to 99:
1. C -0.13
2. H 0.41
3. H 0.44
4. H 0.72
5. H -0.05
6. C 0.02
7. H 0.34
8. O -0.69
9. C -0.82
10. H -0.24
11. H 0.49
12. H 0.48
13. H -0.10
14. C -0.26
15. H -0.50
16. C -0.74
17. H 0.40
18. S 0.88
19. H 0.74
20. H 0.45
21. C -1.07
22. H 0.42
23. H 0.33
24. O -0.55
25. C 0.65
26. H 0.53
27. H 0.41
28. H 0.27
29. O -0.70
30. C -0.90
31. H 0.63
32. C -0.42
33. N -0.63
34. H 0.12
35. H 0.44
36. H 0.40
37. H 0.39
38. H 0.43
39. N -0.49
40. H -0.13
41. C -0.74
42. C 1.34
43. C -0.24
44. H -0.17
45. H 0.02
46. H 0.46
47. H 0.35
48. H 0.54
49. C -0.66
50. O -0.14
51. N -0.24
52. C 0.24
53. C -0.10
54. H 0.37
55. C -0.68
56. H 0.47
57. C -0.91
58. H -0.03
59. N -0.20
60. S 1.13
61. H 0.42
62. C 0.49
63. C -0.58
64. N 0.83
65. O -0.68
66. C -0.73
67. H 0.64
68. H 0.71
69. C -0.33
70. C -0.52
71. C -1.64
72. C -0.55
73. H 0.41
74. C -0.13
75. H 0.36
76. H 0.47
77. H 0.46
78. C -0.85
79. C -0.21
80. C -0.23
81. H 0.59
82. C -0.38
83. C -0.96
84. H 0.42
85. C -0.24
86. H 0.44
87. H 0.42
88. C 0.10
89. N -0.36
90. C 0.92
91. C -0.65
92. H 0.47
93. C -0.49
94. C 0.05
95. C -0.48
96. C -0.59
97. C -0.12
98. H 0.50
99. C -0.98

=====

Taking the records one at a time from the top gives F_max values of 1.7, 3.6 eV/A.
Taking the records one at a time from the top gives energy values of -5853.402943, -4600.281721 Ha.